Entry 1:
{"formula": "C41H60FMnN2O2", "method": "wB97M-V/def2-TZVPD", "homo_energy_ev": [-7.517, -7.811], "max_force_ev_per_a": 0.9, "charge": 0, "lumo_energy_ev": [-0.8, 0.5], "spin_multiplicity": 5, "s_squared": 6.310, "species": ["Mn", "C", "N", "C", "C", "C", "N", "C", "C", "C", "C", "C", "C", "C", "O", "C", "C", "C", "C", "C", "C", "C", "C", "C", "C", "C", "C", "C", "C", "C", "O", "C", "C", "C", "C", "C", "C", "C", "C", "H", "H", "H", "H", "H", "H", "H", "H", "H", "H", "H", "H", "H", "H", "H", "H", "H", "H", "H", "H", "H", "H", "H", "H", "H", "H", "H", "H", "H", "H", "H", "H", "H", "H", "H", "H", "H", "H", "H", "H", "H", "H", "H", "H", "H", "H", "H", "H", "H", "H", "H", "H", "H", "H", "F", "C", "C", "C", "C", "C", "C", "C", "H", "H", "H", "H", "H", "H"], "xyz": [[1.793, 0.507, -0.886], [4.742, 2.632, -1.692], [4.454, 1.493, -0.833], [5.382, 0.399, -1.095], [4.458, 1.918, 0.555], [4.062, 0.808, 1.495], [2.688, 0.342, 1.240], [2.588, -1.083, 1.662], [1.221, -1.703, 1.568], [0.651, -2.299, 2.685], [-0.574, -2.951, 2.616], [-1.229, -2.916, 1.384], [-0.687, -2.344, 0.227], [0.584, -1.766, 0.327], [1.221, -1.264, -0.755], [-1.451, -2.346, -1.110], [-1.693, -0.900, -1.574], [-0.659, -3.106, -2.186], [-2.821, -3.018, -0.988], [-1.101, -3.732, 3.828], [-0.107, -4.853, 4.168], [-2.461, -4.370, 3.545], [-1.240, -2.821, 5.055], [1.744, 1.210, 1.990], [0.408, 1.482, 1.347], [-0.756, 1.169, 2.053], [-1.993, 1.585, 1.609], [-2.021, 2.359, 0.446], [-0.903, 2.679, -0.308], [0.351, 2.194, 0.140], [1.504, 2.364, -0.584], [-1.037, 3.527, -1.576], [-2.452, 4.088, -1.754], [-0.073, 4.724, -1.539], [-0.739, 2.652, -2.792], [-3.302, 1.258, 2.328], [-3.055, 0.418, 3.575], [-4.011, 2.557, 2.736], [-4.215, 0.453, 1.392], [5.764, 3.012, -1.540], [4.039, 3.438, -1.475], [4.631, 2.353, -2.739], [6.372, 0.578, -0.646], [5.519, 0.299, -2.172], [4.999, -0.554, -0.723], [3.734, 2.730, 0.643], [5.442, 2.308, 0.862], [4.149, 1.178, 2.522], [4.737, -0.043, 1.416], [2.933, -1.163, 2.700], [3.290, -1.639, 1.036], [1.205, -2.269, 3.621], [-2.192, -3.399, 1.306], [-0.756, -0.376, -1.750], [-2.260, -0.340, -0.827], [-2.258, -0.895, -2.514], [0.302, -2.635, -2.383], [-1.233, -3.131, -3.118], [-0.480, -4.139, -1.870], [-3.475, -2.493, -0.286], [-2.739, -4.061, -0.672], [-3.307, -3.006, -1.967], [0.042, -5.510, 3.306], [-0.483, -5.455, 5.001], [0.868, -4.451, 4.455], [-2.418, -5.056, 2.695], [-3.227, -3.615, 3.340], [-2.782, -4.942, 4.420], [-0.294, -2.330, 5.303], [-1.554, -3.404, 5.927], [-1.987, -2.047, 4.882], [2.234, 2.175, 2.119], [1.585, 0.785, 2.987], [-0.658, 0.579, 2.959], [-2.983, 2.714, 0.105], [-2.757, 4.701, -0.901], [-3.196, 3.300, -1.901], [-2.470, 4.724, -2.643], [-0.298, 5.368, -0.683], [-0.200, 5.319, -2.450], [0.967, 4.408, -1.467], [-1.485, 1.859, -2.893], [0.238, 2.189, -2.709], [-0.756, 3.255, -3.706], [-2.446, 0.951, 4.311], [-2.549, -0.514, 3.319], [-4.010, 0.169, 4.045], [-3.364, 3.164, 3.377], [-4.927, 2.329, 3.288], [-4.284, 3.161, 1.867], [-3.743, -0.495, 1.120], [-4.432, 0.999, 0.470], [-5.166, 0.234, 1.887], [-0.173, -1.064, -7.620], [0.443, -0.668, -6.488], [0.467, 0.675, -6.177], [1.100, 1.074, -5.009], [1.709, 0.151, -4.155], [2.404, 0.565, -2.919], [1.669, -1.197, -4.523], [1.034, -1.617, -5.683], [-0.001, 1.389, -6.843], [1.141, 2.126, -4.763], [2.714, 1.602, -2.883], [3.223, -0.103, -2.658], [2.125, -1.933, -3.869], [0.993, -2.662, -5.965]]}

Entry 2:
{"formula": "C41H61Br3Cl2F4N7O7P2", "method": "wB97M-V/def2-TZVPD", "homo_energy_ev": -9.085, "max_force_ev_per_a": 7.3, "charge": 1, "lumo_energy_ev": -3.6, "species": ["C", "N", "C", "C", "C", "C", "C", "C", "C", "C", "O", "C", "C", "O", "N", "P", "O", "C", "F", "Br", "C", "C", "Cl", "C", "C", "Cl", "O", "C", "C", "C", "C", "F", "Br", "C", "F", "F", "Br", "P", "O", "O", "O", "H", "H", "H", "H", "H", "H", "H", "H", "H", "H", "H", "H", "H", "H", "H", "H", "H", "H", "H", "H", "H", "H", "H", "H", "H", "H", "H", "H", "H", "H", "H", "H", "H", "H", "H", "H", "N", "C", "C", "C", "C", "H", "H", "H", "H", "H", "N", "C", "C", "C", "C", "H", "H", "H", "H", "H", "N", "C", "C", "C", "C", "H", "H", "H", "H", "H", "N", "C", "C", "C", "C", "H", "H", "H", "H", "H", "N", "C", "C", "C", "C", "H", "H", "H", "H", "H"], "xyz": [[3.121, 3.814, 2.706], [2.023, 3.394, 3.620], [0.676, 3.695, 3.093], [-0.272, 2.376, 2.886], [0.689, 1.165, 2.535], [0.052, -0.040, 1.685], [1.324, -0.839, 1.051], [0.775, -1.766, -0.128], [0.511, -0.926, -1.489], [1.855, -0.560, -2.293], [3.014, -1.353, -1.924], [3.169, -2.519, -2.723], [2.019, -3.287, -3.524], [4.323, -3.003, -2.778], [-1.037, 2.250, 4.187], [-0.058, 1.820, 5.625], [-0.121, 2.989, 6.644], [-2.218, 1.287, 4.077], [-1.853, -0.063, 4.277], [-3.375, 1.759, 5.660], [-3.122, 1.572, 2.790], [-4.088, 0.284, 2.488], [-3.366, -0.567, 1.012], [-5.594, 0.735, 2.131], [-6.417, -0.628, 1.855], [-6.427, 1.508, 3.596], [-2.416, 1.838, 1.571], [-1.321, 2.796, 1.742], [-2.071, 4.215, 2.054], [-3.208, 4.561, 0.961], [-4.149, 5.791, 1.426], [-4.685, 6.321, 0.190], [-3.172, 7.276, 2.280], [-5.433, 5.308, 2.269], [-5.106, 4.542, 3.405], [-6.064, 6.493, 2.769], [-6.719, 4.463, 1.036], [-0.598, 3.056, 0.025], [0.626, 2.255, -0.372], [-0.235, 4.708, -0.286], [-1.812, 2.662, -1.129], [3.033, 3.391, 1.650], [4.092, 3.375, 3.139], [3.264, 4.940, 2.615], [2.166, 3.756, 4.570], [0.164, 4.395, 3.859], [0.791, 4.308, 2.143], [1.542, 1.573, 1.878], [1.225, 0.671, 3.409], [-0.504, -0.815, 2.300], [-0.555, 0.298, 0.781], [2.141, -0.128, 0.705], [1.680, -1.539, 1.894], [1.499, -2.642, -0.308], [-0.235, -2.261, 0.123], [-0.094, -1.632, -2.168], [-0.140, -0.011, -1.324], [1.698, -0.582, -3.428], [2.095, 0.530, -2.038], [2.526, -4.065, -4.199], [1.443, -2.585, -4.229], [1.316, -3.808, -2.791], [-1.487, 3.154, 4.471], [1.324, 1.593, 5.361], [-0.547, 0.665, 6.333], [-3.858, 2.408, 3.091], [-4.144, -0.439, 3.360], [-5.638, 1.446, 1.230], [-7.543, -0.440, 1.832], [-6.107, -1.135, 0.880], [-6.235, -1.399, 2.684], [-1.343, 5.103, 1.995], [-2.600, 4.239, 3.057], [-2.779, 4.881, -0.047], [-3.922, 3.702, 0.752], [0.613, 4.687, -0.797], [-1.960, 3.456, -1.701], [-1.887, -5.034, -2.604], [-2.400, -6.006, -3.419], [-1.974, -7.225, -2.946], [-1.178, -6.978, -1.800], [-1.143, -5.619, -1.613], [-2.033, -4.045, -2.715], [-3.022, -5.749, -4.263], [-2.211, -8.187, -3.376], [-0.686, -7.713, -1.181], [-0.654, -5.017, -0.861], [-2.813, 9.098, -0.594], [-2.115, 10.223, -0.243], [-1.647, 10.807, -1.394], [-2.083, 10.009, -2.481], [-2.803, 8.963, -1.957], [-3.265, 8.469, 0.050], [-2.011, 10.509, 0.792], [-1.057, 11.710, -1.449], [-1.893, 10.181, -3.529], [-3.306, 8.136, -2.434], [5.358, -4.064, 1.803], [5.648, -4.138, 3.138], [5.148, -3.012, 3.744], [4.527, -2.232, 2.737], [4.670, -2.908, 1.549], [5.610, -4.753, 1.113], [6.185, -4.983, 3.541], [5.219, -2.776, 4.796], [4.031, -1.281, 2.866], [4.345, -2.666, 0.548], [6.626, -4.695, -2.299], [7.612, -3.892, -2.800], [8.823, -4.467, -2.498], [8.556, -5.666, -1.793], [7.191, -5.783, -1.688], [5.635, -4.515, -2.370], [7.369, -2.981, -3.325], [9.793, -4.069, -2.757], [9.281, -6.367, -1.407], [6.576, -6.543, -1.231], [-1.252, -7.367, -6.059], [-0.139, -6.794, -6.613], [-0.215, -6.954, -7.976], [-1.421, -7.643, -8.254], [-2.041, -7.882, -7.052], [-1.459, -7.402, -5.070], [0.609, -6.326, -5.992], [0.517, -6.611, -8.693], [-1.794, -7.932, -9.225], [-2.973, -8.375, -6.819]]}

> Number 2 is which compound?

C41H61Br3Cl2F4N7O7P2